Entry 1:
Computed, not measured: a structure of composition C50H53LaN4O4P3S2Te in a non-equilibrium geometry, with the ωB97M-V functional and the def2-TZVPD basis.

```
118
Properties=species:S:1:pos:R:3
La 0.684 -0.301 -0.095
C 3.436 -2.850 3.235
C 3.150 -2.788 1.737
C 3.877 -3.902 0.983
C 3.496 -1.422 1.121
C 4.862 -0.869 1.527
O 4.543 0.206 2.409
C 3.217 0.465 2.292
N 2.563 -0.369 1.573
C 2.792 1.692 2.988
C 3.789 2.244 3.810
C 3.651 3.466 4.430
C 2.481 4.179 4.231
C 1.461 3.622 3.487
C 1.560 2.371 2.855
P 0.007 1.786 2.020
C -0.878 1.349 3.685
C -1.944 0.464 3.505
C -2.695 -0.013 4.568
C -2.385 0.384 5.860
C -1.322 1.249 6.068
C -0.575 1.720 4.995
C -0.975 3.360 1.777
C -2.269 3.477 2.288
C -3.037 4.615 2.063
C -2.526 5.675 1.336
C -1.228 5.593 0.854
C -0.466 4.455 1.068
H 3.046 -3.782 3.646
H 2.930 -2.039 3.755
H 4.507 -2.809 3.449
H 2.074 -2.929 1.593
H 4.956 -3.723 0.961
H 3.516 -3.970 -0.046
H 3.702 -4.864 1.466
H 3.420 -1.520 0.031
H 5.408 -0.467 0.670
H 5.489 -1.585 2.057
H 4.697 1.682 3.960
H 4.451 3.857 5.045
H 2.349 5.157 4.679
H 0.535 4.168 3.408
H -2.181 0.150 2.493
H -3.513 -0.701 4.387
H -2.959 0.014 6.701
H -1.070 1.565 7.074
H 0.248 2.390 5.198
H -2.687 2.678 2.882
H -4.042 4.670 2.467
H -3.126 6.559 1.154
H -0.795 6.425 0.310
H 0.539 4.409 0.679
S 1.328 2.218 -0.052
C 2.773 0.183 -6.633
C 3.091 0.592 -5.208
O 2.323 -0.222 -4.328
P 2.411 -0.107 -2.694
O 0.957 -0.079 -2.286
Te 4.140 1.283 -1.974
O 2.812 -1.669 -2.317
C 4.104 -2.184 -2.633
C 4.108 -2.878 -3.987
H 3.361 0.782 -7.329
H 1.714 0.341 -6.841
H 3.006 -0.870 -6.794
H 2.848 1.646 -5.052
H 4.158 0.475 -4.999
H 4.364 -2.895 -1.846
H 4.836 -1.370 -2.612
H 3.406 -3.715 -3.980
H 5.106 -3.250 -4.223
H 3.798 -2.174 -4.757
C -6.806 1.818 0.114
C -5.698 2.538 0.533
C -4.423 2.042 0.310
C -4.238 0.815 -0.320
C -5.355 0.099 -0.746
C -6.629 0.603 -0.533
P -2.492 0.272 -0.596
C -2.892 -1.487 -0.949
C -3.454 -2.208 0.109
C -3.820 -3.532 -0.050
C -3.624 -4.161 -1.272
C -3.057 -3.459 -2.322
C -2.680 -2.131 -2.161
C -2.307 1.024 -2.272
C -1.302 1.969 -2.454
C -1.104 2.547 -3.701
C -1.922 2.209 -4.765
C -2.970 1.315 -4.573
C -3.167 0.732 -3.333
H -7.804 2.199 0.288
H -5.826 3.490 1.034
H -3.559 2.607 0.632
H -5.238 -0.860 -1.234
H -7.490 0.043 -0.879
H -3.606 -1.718 1.063
H -4.258 -4.074 0.778
H -3.913 -5.197 -1.402
H -2.903 -3.951 -3.273
H -2.236 -1.586 -2.982
H -0.647 2.244 -1.632
H -0.298 3.259 -3.831
H -1.755 2.649 -5.741
H -3.634 1.077 -5.395
H -3.993 0.045 -3.188
N 0.362 -4.288 -3.011
C 0.373 -5.061 -1.872
C 0.462 -4.180 -0.839
N 0.505 -2.894 -1.319
C 0.431 -2.996 -2.624
H 0.299 -4.614 -3.957
H 0.307 -6.134 -1.897
H 0.498 -4.386 0.218
H 0.445 -2.173 -3.319
S -0.642 -2.161 1.747
C 0.083 -1.884 3.212
N 0.572 -1.759 4.257
```

Results
Relative energy (zero: lowest compared OMol25 entry of this formula, charge and spin) ... 0.0 kcal/mol
HOMO level ... -3.1 eV
Charge ... -1
Gap between HOMO and LUMO ... 5.0098 eV

Entry 2:
Computed, not measured: a cluster of 5 separate species, C29H64N5O3S in total in a non-equilibrium geometry, with the ωB97M-V functional and the def2-TZVPD basis.

```
102
Properties=species:S:1:pos:R:3
O 0.736 -2.195 -1.072
S 0.424 -0.983 -0.325
O 0.829 0.236 -1.016
O 0.886 -1.018 1.049
C -1.358 -0.963 -0.343
C -2.057 -2.159 -0.353
C -3.437 -2.077 -0.409
C -4.069 -0.847 -0.447
N -3.404 0.311 -0.424
C -2.078 0.223 -0.373
H -1.539 -3.103 -0.335
H -4.031 -2.979 -0.434
H -5.145 -0.805 -0.506
H -1.519 1.148 -0.371
C -1.182 -2.232 3.118
C -1.368 -1.768 4.553
N -1.332 -2.851 5.525
C -1.762 -2.451 6.850
C -0.917 -1.419 7.610
C -0.157 -3.700 5.467
C 1.220 -3.041 5.638
H -1.930 -2.986 2.858
H -1.294 -1.385 2.447
H -0.190 -2.640 2.932
H -2.345 -1.284 4.635
H -0.618 -0.991 4.766
H -1.858 -3.351 7.467
H -2.778 -2.053 6.754
H 0.004 -1.853 7.998
H -1.480 -1.041 8.467
H -0.657 -0.564 6.986
H -0.165 -4.217 4.505
H -0.273 -4.492 6.213
H 1.304 -2.118 5.065
H 1.997 -3.718 5.277
H 1.444 -2.821 6.682
C -0.755 -4.988 -2.889
C -2.029 -5.814 -2.980
N -3.231 -5.001 -3.027
C -4.451 -5.762 -2.847
C -4.831 -6.794 -3.919
C -3.261 -3.979 -4.057
C -3.110 -4.424 -5.519
H -0.785 -4.303 -2.042
H 0.104 -5.647 -2.757
H -0.574 -4.402 -3.790
H -2.095 -6.445 -2.089
H -1.948 -6.501 -3.840
H -5.280 -5.058 -2.727
H -4.370 -6.283 -1.887
H -5.213 -6.322 -4.823
H -5.621 -7.446 -3.538
H -3.988 -7.429 -4.193
H -2.470 -3.259 -3.837
H -4.189 -3.413 -3.947
H -2.319 -5.164 -5.642
H -2.850 -3.563 -6.138
H -4.034 -4.841 -5.921
C 3.376 0.650 -2.947
C 4.589 1.549 -3.123
N 4.378 2.610 -4.096
C 5.580 3.349 -4.422
C 6.253 4.169 -3.311
C 3.176 3.391 -3.875
C 2.998 4.059 -2.506
H 3.065 0.210 -3.896
H 3.607 -0.162 -2.259
H 2.528 1.179 -2.519
H 5.439 0.947 -3.461
H 4.866 1.945 -2.133
H 5.359 4.012 -5.264
H 6.311 2.627 -4.802
H 5.703 5.083 -3.090
H 7.256 4.466 -3.629
H 6.357 3.599 -2.388
H 2.321 2.730 -4.030
H 3.096 4.142 -4.667
H 3.273 3.390 -1.690
H 1.947 4.321 -2.369
H 3.574 4.980 -2.408
C 0.834 3.299 0.729
C 0.150 4.222 1.723
N 1.050 5.200 2.313
C 0.479 5.905 3.443
C -0.730 6.818 3.196
C 1.798 6.008 1.369
C 1.009 6.847 0.352
H 1.683 2.789 1.183
H 0.136 2.537 0.382
H 1.184 3.837 -0.153
H -0.257 3.613 2.535
H -0.715 4.695 1.229
H 1.272 6.490 3.920
H 0.189 5.151 4.182
H -0.444 7.751 2.710
H -1.193 7.082 4.150
H -1.492 6.332 2.586
H 2.464 5.344 0.813
H 2.465 6.664 1.935
H 0.185 6.285 -0.089
H 1.670 7.151 -0.463
H 0.605 7.758 0.794
```

Results
HOMO level ... -5.6 eV
Charge ... -1
Gap between HOMO and LUMO ... 8.3151 eV

Summary of electronic energy in eV
-124557.8399, -55540.4898
(order as listed above)